(1)
4 unconnected molecules or ions with the total composition C19H30B2N4O9, computed with ωB97M-V/def2-TZVPD.

Computed properties:
E_HOMO ... -0.31300 hartree
Lowest unoccupied orbital energy ... -1.386 eV
SMILES string ... NB(O)c1cc(OB(O)O)cc2c1C(=O)C=CC2=O.CNC(C)=O.CNC(C)=O.CNC(C)=O
Frontier orbital gap ... 7.1 eV

The geometry in XYZ format:
```
64
C19H30B2N4O9 | the Open Molecules 2025 dataset | ωB97M-V/def2-TZVPD
N -1.318 -0.633 2.221
B -1.057 0.055 0.891
O 0.131 0.851 0.776
C -2.184 -0.154 -0.261
C -3.674 0.128 0.154
C -4.840 -0.090 -0.882
O -6.218 0.115 -0.542
B -6.652 -1.157 0.052
O -6.503 -1.426 1.475
O -7.278 -2.143 -0.826
C -4.470 -0.559 -2.311
C -2.975 -0.827 -2.706
C -1.792 -0.611 -1.690
C -0.332 -0.884 -2.236
O 0.737 -0.371 -1.824
C -0.201 -1.890 -3.491
C -1.285 -2.100 -4.408
C -2.694 -1.343 -4.189
O -3.517 -1.200 -5.127
H -1.800 0.109 2.780
H -2.075 -1.335 2.078
H 0.127 1.399 -0.040
H -3.961 0.497 1.201
H -5.655 -1.925 1.576
H -6.529 -2.712 -1.128
H -5.299 -0.751 -3.087
H 0.777 -2.428 -3.706
H -1.196 -2.780 -5.318
C 0.563 -3.878 -10.378
N -0.240 -3.914 -9.175
C 0.180 -4.002 -7.884
C 1.662 -4.073 -7.629
O -0.640 -4.020 -6.974
H 0.345 -2.949 -10.908
H 0.276 -4.724 -11.007
H 1.629 -3.931 -10.165
H -1.246 -3.870 -9.267
H 1.841 -4.139 -6.555
H 2.083 -4.961 -8.105
H 2.152 -3.172 -8.006
C 2.001 1.108 3.853
N 0.683 1.674 3.635
C -0.031 2.500 4.444
C 0.580 2.913 5.753
O -1.144 2.885 4.095
H 2.650 1.432 3.035
H 1.909 0.020 3.827
H 2.446 1.411 4.804
H 0.201 1.445 2.776
H -0.111 3.570 6.284
H 0.768 2.035 6.374
H 1.507 3.456 5.577
C 6.583 3.903 7.401
N 5.558 3.015 6.896
C 4.317 3.334 6.440
C 3.918 4.786 6.443
O 3.566 2.450 6.044
H 7.473 3.788 6.779
H 6.821 3.605 8.425
H 6.267 4.944 7.392
H 5.755 2.024 6.864
H 2.906 4.885 6.053
H 3.935 5.177 7.463
H 4.592 5.362 5.805
```

=====

(2)
9 unconnected molecules or ions with the total composition C25H58BO16, computed with ωB97M-V/def2-TZVPD.

Computed properties:
E_HOMO (spin up / spin down) ... 0.04451 / -0.09837 hartree
Lowest unoccupied orbital energy (spin up / spin down) ... 4.348 / 4.348 eV
Multiplicity ... 2
Charge ... -2
Expectation value of S² ... 0.753
Frontier orbital gap (spin up / spin down) ... 3.1 / 7.0 eV

The geometry in XYZ format:
```
100
C25H58BO16 | the Open Molecules 2025 dataset | ωB97M-V/def2-TZVPD
O -17.728 8.367 22.095
C -17.322 7.371 22.685
O -17.901 6.203 22.845
B -17.008 5.375 23.751
O -15.914 6.234 24.190
C -16.003 7.337 23.547
O -15.331 8.343 23.755
O -16.476 4.157 22.997
C -16.661 3.079 23.725
O -16.208 1.960 23.570
C -17.473 3.435 24.923
O -17.745 4.816 24.880
O -18.009 2.614 25.659
C -13.326 5.849 20.353
C -13.995 4.730 21.155
O -13.030 3.663 21.053
C -13.454 2.590 21.870
C -12.291 1.608 22.100
H -13.915 6.731 20.601
H -12.267 5.973 20.581
H -13.497 5.631 19.299
H -13.989 5.193 22.142
H -14.965 4.547 20.693
H -13.589 3.033 22.856
H -14.271 2.031 21.414
H -12.492 0.866 22.874
H -11.381 2.164 22.325
H -12.079 1.044 21.192
C -17.017 6.449 17.594
C -16.913 7.191 18.891
C -16.942 8.701 18.632
O -18.094 6.798 19.550
H -16.170 6.692 16.953
H -17.853 6.763 16.969
H -16.949 5.362 17.648
H -16.059 6.849 19.475
H -16.011 9.138 18.270
H -17.105 9.288 19.535
H -17.668 9.053 17.900
H -18.184 7.432 20.266
C -12.298 2.838 25.773
C -13.442 2.066 26.437
C -14.531 2.946 26.985
O -14.006 1.230 25.456
H -11.820 3.500 26.495
H -12.623 3.453 24.934
H -11.599 2.076 25.429
H -13.036 1.498 27.274
H -14.679 3.783 26.303
H -14.169 3.377 27.919
H -15.448 2.375 27.130
H -14.756 1.730 25.126
C -19.759 2.485 20.783
C -18.807 3.620 20.369
C -17.500 3.232 19.830
O -19.434 4.399 19.420
H -20.776 2.754 21.069
H -19.303 1.880 21.566
H -19.851 1.823 19.922
H -18.723 4.319 21.200
H -17.530 2.424 19.100
H -16.850 2.784 20.582
H -16.907 4.057 19.435
H -18.991 5.236 19.265
C -15.123 -1.369 23.628
C -16.077 -1.189 24.758
O -15.377 -1.228 26.022
H -14.499 -2.262 23.587
H -14.501 -0.487 23.478
H -15.615 -1.400 22.656
H -16.712 -2.074 24.726
H -16.814 -0.414 24.545
H -14.714 -0.538 25.950
C -18.261 10.330 24.906
C -17.829 11.461 25.799
O -18.543 11.495 27.100
H -19.282 9.993 25.084
H -17.578 9.492 25.039
H -18.195 10.475 23.827
H -18.028 12.354 25.208
H -16.788 11.269 26.061
H -18.449 10.618 27.479
C -22.504 1.744 26.316
C -21.271 2.598 26.144
O -21.529 3.856 26.724
H -22.223 0.699 26.180
H -23.310 2.171 25.719
H -22.915 1.782 27.325
H -20.989 2.878 25.129
H -20.317 2.240 26.532
H -21.934 4.412 26.054
C -15.877 7.527 27.580
C -16.479 8.387 28.777
O -17.589 9.007 28.287
H -15.255 6.694 27.909
H -15.358 8.217 26.916
H -16.641 7.163 26.893
H -15.708 9.068 29.135
H -16.899 7.780 29.580
H -18.289 8.406 28.020
```

=====

(3)
A molecular structure, C16H39FIInN2O3, computed with ωB97M-V/def2-TZVPD.

Computed properties:
E_HOMO ... -0.23733 hartree
Lowest unoccupied orbital energy ... -0.882 eV
Frontier orbital gap ... 5.6 eV

The geometry in XYZ format:
```
63
C16H39FIInN2O3 | the Open Molecules 2025 dataset | ωB97M-V/def2-TZVPD
C -0.470 0.836 -1.805
C -0.822 -0.304 -2.749
O 0.071 -0.326 -3.872
C -0.692 -1.639 -2.049
N -1.332 -2.707 -2.787
C -1.668 -3.850 -1.937
C -2.674 -3.499 -0.790
O -3.290 -2.259 -0.907
In -5.001 -2.178 -2.077
I -6.922 -3.675 -0.703
C -5.672 -0.079 -2.136
C -5.370 0.689 -0.878
C -3.912 1.100 -0.767
F -5.645 -0.102 0.266
H 0.619 0.957 -1.787
H -0.889 1.788 -2.140
H -0.861 0.643 -0.803
H -1.852 -0.210 -3.104
H -0.250 0.289 -4.544
H -1.189 -1.568 -1.085
H 0.391 -1.818 -1.881
H -0.724 -3.030 -3.529
H -2.083 -4.625 -2.584
H -0.759 -4.275 -1.471
H -2.127 -3.544 0.167
H -3.409 -4.318 -0.741
H -4.716 -2.925 -3.624
H -5.175 0.402 -2.983
H -6.746 -0.090 -2.331
H -6.024 1.561 -0.750
H -3.308 0.189 -0.727
H -3.623 1.696 -1.637
H -3.733 1.688 0.136
C 5.127 2.005 2.834
C 4.338 0.827 2.305
N 2.947 0.675 2.886
C 3.062 0.536 4.371
C 2.343 -0.632 2.397
C 2.080 -0.772 0.910
C 2.039 1.866 2.644
C 1.848 2.378 1.232
O 3.054 2.895 0.721
C 3.041 2.949 -0.704
H 5.408 1.892 3.880
H 6.049 2.062 2.256
H 4.604 2.947 2.688
H 4.839 -0.113 2.538
H 4.223 0.902 1.231
H 3.750 -0.276 4.594
H 2.079 0.311 4.778
H 3.429 1.464 4.796
H 1.415 -0.750 2.956
H 3.037 -1.398 2.741
H 1.140 -0.310 0.622
H 1.991 -1.832 0.678
H 2.874 -0.373 0.282
H 2.427 2.672 3.264
H 1.067 1.571 3.043
H 1.095 3.173 1.314
H 1.431 1.622 0.570
H 2.034 3.157 -1.071
H 3.378 1.995 -1.121
H 3.710 3.743 -1.027
```

=====

(4)
A molecular structure, C3H4ClN, computed with ωB97M-V/def2-TZVPD.

Computed properties:
E_HOMO ... -0.40602 hartree
Lowest unoccupied orbital energy ... -0.736 eV
Frontier orbital gap ... 10.3 eV
Energy relative to the best compared isomer or geometry (same formula, charge and spin) ... 4.584 eV

The geometry in XYZ format:
```
9
C3H4ClN | the Open Molecules 2025 dataset | ωB97M-V/def2-TZVPD
C 1.431 -1.134 1.055
C 0.906 -0.454 0.160
C 0.728 0.568 -0.765
N 0.649 1.240 -1.762
Cl -1.856 1.992 0.655
H 1.535 -1.695 1.997
H -1.087 -1.497 -0.125
H -1.414 -1.022 -0.511
H -0.892 2.001 -0.704
```

=====

(5)
A molecular structure, C16H21Ge2RhS4Sb, computed with ωB97M-V/def2-TZVPD.

Computed properties:
E_HOMO (spin up / spin down) ... -0.02134 / -0.07452 hartree
Lowest unoccupied orbital energy (spin up / spin down) ... 4.686 / 4.101 eV
Multiplicity ... 6
Charge ... -2
Expectation value of S² ... 8.794
Frontier orbital gap (spin up / spin down) ... 5.3 / 6.1 eV
Energy relative to the best compared isomer or geometry (same formula, charge and spin) ... 0.000 eV

The geometry in XYZ format:
```
45
C16H21Ge2RhS4Sb | the Open Molecules 2025 dataset | ωB97M-V/def2-TZVPD
Rh 2.010 1.552 -1.534
S 4.409 1.912 2.399
Sb 4.259 2.376 0.167
S 3.843 0.273 -1.074
S 0.851 3.317 -1.701
S 5.983 3.482 -0.830
C 1.807 1.221 -3.531
H 2.274 0.320 -3.925
H 1.574 1.993 -4.257
C -1.161 -0.938 3.188
Ge 0.402 0.009 2.329
C 1.982 -1.068 2.826
C 0.538 1.746 3.267
Ge 0.235 0.326 -0.120
C 0.137 -1.515 -0.883
C 0.048 -2.663 -0.098
C -0.020 -3.930 -0.662
C -0.004 -4.080 -2.041
C 0.097 -2.950 -2.841
C 0.174 -1.689 -2.269
C -1.599 1.004 -0.483
C -2.503 1.345 0.518
C -3.768 1.838 0.222
C -4.160 1.996 -1.099
C -3.267 1.672 -2.114
C -2.004 1.193 -1.807
H -0.976 -1.050 4.260
H -1.308 -1.933 2.766
H -2.093 -0.385 3.062
H 2.066 -1.116 3.914
H 2.886 -0.604 2.432
H 1.908 -2.084 2.436
H 0.562 1.588 4.348
H -0.305 2.397 3.028
H 1.462 2.245 2.972
H 0.033 -2.571 0.982
H -0.086 -4.803 -0.020
H -0.057 -5.067 -2.487
H 0.132 -3.051 -3.921
H 0.302 -0.822 -2.908
H -2.218 1.232 1.560
H -4.447 2.099 1.027
H -5.146 2.378 -1.337
H -3.552 1.812 -3.151
H -1.302 0.994 -2.609
```

=====

(6)
A single C6H10OS molecule, computed with ωB97M-V/def2-TZVPD.

Computed properties:
E_HOMO ... -0.32210 hartree
Lowest unoccupied orbital energy ... 0.708 eV
SMILES string ... OSCCC1=CCC1
Frontier orbital gap ... 9.5 eV
Energy relative to the best compared isomer or geometry (same formula, charge and spin) ... 3.255 eV

The geometry in XYZ format:
```
18
C6H10OS | the Open Molecules 2025 dataset | ωB97M-V/def2-TZVPD
O -2.174 1.567 -0.150
S -2.492 0.131 0.682
C -1.693 -1.115 -0.544
C -0.352 -1.605 -0.110
C 0.594 -0.426 -0.078
C 1.483 0.105 -0.884
C 2.025 1.117 0.137
C 0.852 0.577 1.060
H -1.558 2.119 0.238
H -1.853 -0.565 -1.435
H -2.365 -1.948 -0.481
H -0.563 -2.004 0.884
H 0.074 -2.406 -0.682
H 1.871 -0.123 -1.841
H 1.955 2.129 -0.405
H 3.022 1.015 0.417
H 1.223 0.312 2.012
H -0.047 1.120 1.179
```